(1)
This record from OMol25 describes a 3-piece molecular cluster, C21H50ClN2O14P4S overall. The level of theory is ωB97M-V/def2-TZVPD.

Kohn-Sham gap (eV): 4.98
Total charge: -1
Energy (a.u.): -4216.78033

Each line ends with the Löwdin charge.
Cartesian coordinates (Å):
1 C 4.6299 2.4881 -5.1218  -0.149
2 C 3.8652 2.0453 -6.4930  -0.223
3 C 3.1900 3.3595 -7.1510  -0.225
4 N 1.7101 3.4373 -7.0156  -0.030
5 C 1.2479 3.3846 -5.6126  -0.344
6 O -0.0836 2.7995 -5.7123  -0.290
7 P -1.0862 3.1646 -4.3133  0.350
8 Cl -2.2797 3.5020 -2.5425  0.337
9 C -2.5299 2.2601 -5.1832  -0.321
10 C -3.5496 3.3752 -5.7603  -0.324
11 C -4.9832 2.7086 -6.1765  -0.547
12 S -6.3981 3.7209 -5.4694  0.573
13 O -0.3060 1.7564 -3.6274  -0.228
14 C -1.1104 1.1378 -2.6211  -0.383
15 N -1.8006 0.2876 -2.0948  0.111
16 O 0.0850 4.3431 -3.7122  -0.378
17 C 1.0100 4.7451 -4.7796  -0.304
18 P 0.6684 6.3698 -5.6808  0.685
19 O 1.5300 6.5071 -6.9540  -0.360
20 O 1.0510 7.6380 -4.5748  -0.195
21 O -0.9706 6.5676 -6.0988  -0.203
22 H 3.9595 2.4291 -4.1949  0.065
23 H 5.0252 3.5699 -5.1753  0.068
24 H 5.5443 1.8243 -4.9229  0.060
25 H 4.6399 1.5425 -7.1644  0.091
26 H 3.0833 1.2592 -6.1558  0.112
27 H 3.4197 3.2968 -8.2858  0.118
28 H 3.6747 4.3160 -6.7238  0.115
29 H 1.2248 2.7520 -7.6147  0.121
30 H 1.7617 2.6941 -4.8572  0.138
31 H -1.6333 4.3392 -4.9821  0.017
32 H -2.2076 1.5623 -6.0344  0.095
33 H -3.1620 1.6045 -4.4645  0.076
34 H -3.1399 3.9675 -6.6463  0.104
35 H -3.7924 4.0914 -4.8905  0.052
36 H -5.0677 2.7432 -7.3158  0.059
37 H -5.0033 1.6139 -5.8013  0.077
38 H -5.8367 4.9043 -4.9670  -0.131
39 H 1.9560 4.9848 -4.1494  0.142
40 H 0.9688 7.2988 -3.6471  0.075
41 H -1.1796 6.1505 -6.9629  0.076
42 O -3.9234 0.5712 5.6000  -0.225
43 P -3.7799 -0.2252 4.2944  0.737
44 O -2.2464 0.2973 3.9535  -0.241
45 C -1.1775 -0.2053 4.7402  -0.294
46 C -0.9538 -1.6871 4.5045  -0.084
47 O -4.6601 0.8673 3.4028  -0.257
48 C -5.8369 1.4366 3.9714  -0.301
49 C -5.5636 2.8703 4.3900  -0.079
50 O -3.7035 -1.2160 2.9007  -0.268
51 C -3.6703 -0.7405 1.5516  -0.274
52 C -2.3256 -0.2004 1.1088  -0.075
53 H -1.3666 -0.0055 5.7991  0.105
54 H -0.2799 0.3502 4.4569  0.122
55 H -1.8174 -2.2719 4.8390  0.069
56 H -0.0719 -2.0352 5.0472  0.066
57 H -0.8164 -1.8974 3.4417  0.073
58 H -6.1962 0.8384 4.8119  0.099
59 H -6.6199 1.4192 3.2080  0.116
60 H -4.6419 2.9568 4.9667  0.071
61 H -6.3890 3.2656 4.9886  0.073
62 H -5.4395 3.5054 3.5088  0.077
63 H -4.4699 -0.0287 1.3456  0.111
64 H -3.8945 -1.6155 0.9331  0.118
65 H -2.1290 0.7835 1.5405  0.077
66 H -2.2999 -0.0859 0.0216  0.025
67 H -1.5107 -0.8654 1.4073  0.072
68 O 2.2637 -3.8252 4.6604  -0.208
69 P 2.8672 -4.9416 5.5235  0.748
70 O 4.2536 -5.1031 4.6322  -0.246
71 C 5.2324 -4.0785 4.7247  -0.292
72 C 5.8695 -4.0311 6.1009  -0.083
73 O 1.9439 -6.1320 4.8227  -0.260
74 C 0.5689 -5.8673 4.5442  -0.293
75 C 0.3798 -5.6426 3.0547  -0.072
76 O 3.4773 -6.1273 6.5995  -0.264
77 C 3.6632 -7.5042 6.2811  -0.286
78 C 4.8887 -7.7917 5.4358  -0.076
79 H 4.7871 -3.1124 4.4705  0.109
80 H 5.9969 -4.2946 3.9742  0.121
81 H 5.1346 -3.7547 6.8639  0.071
82 H 6.6807 -3.3004 6.1248  0.079
83 H 6.2697 -5.0083 6.3802  0.068
84 H 0.2078 -5.0148 5.1239  0.097
85 H -0.0108 -6.7388 4.8614  0.115
86 H 1.1114 -4.9403 2.6531  0.074
87 H -0.6228 -5.2623 2.8422  0.078
88 H 0.5174 -6.5803 2.5092  0.074
89 H 2.7686 -7.9518 5.8471  0.110
90 H 3.8007 -8.0063 7.2442  0.117
91 H 4.7360 -7.4929 4.3967  0.074
92 H 5.1072 -8.8633 5.4347  0.079
93 H 5.7658 -7.2587 5.8115  0.070

---

(2)
This record from OMol25 describes C33H22BBrF5IrN4O6PS2Se as an isolated structure. The level of theory is ωB97M-V/def2-TZVPD.

Kohn-Sham gap (alpha / beta) (eV): 4.33 / 3.77
Multiplicity: 2
⟨S²⟩: 0.7577
Total charge: -2
Energy (a.u.): -8682.93529

Each line ends with the Mulliken spin population.
Cartesian coordinates (Å):
1 Ir -0.2822 0.0448 -1.0806  0.052
2 B 1.0501 -3.1714 -1.5060  -0.004
3 N -0.4717 -3.1955 -1.2652  0.000
4 C -1.2828 -4.2497 -1.1870  0.000
5 C -2.5733 -3.7981 -0.9655  -0.001
6 C -2.4501 -2.4124 -0.9295  -0.003
7 N -1.1764 -2.0805 -1.1082  -0.005
8 N 1.2665 -2.2556 -2.7269  0.002
9 C 1.8912 -2.5468 -3.8674  -0.001
10 C 1.8685 -1.4286 -4.6844  0.004
11 C 1.1787 -0.4777 -3.9413  -0.001
12 N 0.8294 -0.9985 -2.7690  -0.004
13 H 1.5875 -2.6989 -0.5450  0.000
14 H 1.4288 -4.2743 -1.7672  0.000
15 H -0.8977 -5.2456 -1.2890  0.000
16 H -3.4652 -4.3798 -0.8426  0.000
17 H -3.1927 -1.6544 -0.7769  0.000
18 H 2.3205 -3.5165 -4.0255  0.000
19 H 2.2921 -1.3144 -5.6629  0.000
20 H 0.9417 0.5397 -4.1814  -0.001
21 O 1.8650 3.9787 -2.1340  0.008
22 C 1.1951 3.0187 -1.9059  -0.002
23 O 0.9913 1.8853 -2.2560  -0.005
24 C -0.0195 3.4086 -0.5353  0.003
25 O 0.1019 4.5292 -0.1440  0.006
26 O -0.6893 2.4161 -0.3639  0.034
27 Br -1.1975 -0.1143 3.2602  0.000
28 C -1.7815 1.6657 3.0067  0.000
29 C -1.5580 2.5701 4.0329  0.000
30 C -2.0044 3.8722 3.9046  0.001
31 C -2.6680 4.2682 2.7549  0.001
32 C -2.8807 3.3600 1.7390  0.003
33 C -2.4365 2.0465 1.8472  0.024
34 C -2.6221 1.1399 0.6447  -0.024
35 O -3.5185 1.4527 -0.1508  0.096
36 O -1.8416 0.1575 0.5640  0.021
37 H -1.0257 2.2534 4.9165  0.000
38 H -1.8376 4.5734 4.7108  0.000
39 H -2.9968 5.2922 2.6536  0.000
40 H -3.3649 3.6464 0.8193  -0.002
41 S 4.4945 -1.6148 -0.0064  0.000
42 P 3.1108 -1.0037 1.2426  0.001
43 S 1.5759 0.2062 0.6687  -0.002
44 C 2.5482 -2.4007 2.2958  0.000
45 C 3.5299 -3.0360 3.0482  0.000
46 C 3.2001 -4.1089 3.8508  0.000
47 C 1.8864 -4.5532 3.8993  0.000
48 C 0.9091 -3.9160 3.1516  0.000
49 C 1.2350 -2.8376 2.3463  0.000
50 C 3.8360 0.0922 2.5285  -0.001
51 C 3.0606 0.4769 3.6166  0.000
52 C 3.5479 1.4104 4.5101  0.000
53 C 4.8112 1.9573 4.3313  0.000
54 C 5.5946 1.5524 3.2636  0.000
55 C 5.1060 0.6213 2.3618  0.000
56 H 4.5512 -2.6791 2.9858  0.000
57 H 3.9685 -4.6041 4.4329  0.000
58 H 1.6308 -5.4019 4.5212  0.000
59 H -0.1143 -4.2617 3.1919  0.000
60 H 0.4774 -2.3309 1.7655  -0.001
61 H 2.0757 0.0499 3.7455  0.000
62 H 2.9387 1.7247 5.3468  0.000
63 H 5.1834 2.7019 5.0247  0.000
64 H 6.5855 1.9693 3.1256  0.000
65 H 5.7001 0.2925 1.5188  0.000
66 F -6.3829 2.5580 -6.8995  0.000
67 C -5.4734 2.2376 -5.9489  0.004
68 C -4.1249 2.5353 -6.1373  -0.005
69 F -3.7379 3.1083 -7.2971  0.001
70 C -3.2040 2.2515 -5.1475  -0.039
71 F -1.9113 2.5576 -5.3580  0.000
72 C -3.5651 1.6655 -3.9196  0.106
73 Se -2.3495 1.5654 -2.4785  0.746
74 C -4.9221 1.3179 -3.7919  -0.006
75 F -5.3278 0.6953 -2.6773  0.000
76 C -5.8591 1.6080 -4.7664  -0.009
77 F -7.1586 1.2869 -4.5881  0.000

---

(3)
This record from OMol25 describes C34H93LiN8O9 as an isolated structure. The level of theory is ωB97M-V/def2-TZVPD.

Kohn-Sham gap (eV): 7.35
Relative energy (zero: lowest compared OMol25 entry of this formula, charge and spin) (kJ/mol): 263.70
Energy (a.u.): -2473.65803

Each line ends with the Löwdin charge.
Cartesian coordinates (Å):
1 Li -0.1067 -4.7737 -0.3795  0.802
2 C 0.8579 -0.5438 0.1152  -0.088
3 C 0.3626 -1.8951 0.6327  -0.442
4 O -0.2458 -2.7346 -0.3288  -0.450
5 H 1.8946 -0.5847 -0.2191  0.056
6 H 0.7477 0.2245 0.8805  0.038
7 H 0.2928 -0.1671 -0.7373  0.052
8 H -0.3461 -1.6965 1.4368  0.055
9 H 1.2270 -2.2967 1.1614  0.088
10 C 1.4875 2.6469 -7.3807  -0.082
11 C 1.0569 3.4687 -6.1652  -0.417
12 C 1.1453 2.8460 -4.7945  -0.220
13 O 0.1062 1.9028 -4.5860  -0.191
14 C -0.1406 1.5339 -3.1690  -0.046
15 N 2.0030 4.5548 -6.3219  0.006
16 H 0.7346 1.8678 -7.4998  0.068
17 H 2.4171 2.1150 -7.1780  0.083
18 H 1.5323 3.1532 -8.3450  0.075
19 H 0.0475 3.8720 -6.2461  0.144
20 H 1.0977 3.6180 -4.0265  0.120
21 H 2.1127 2.3861 -4.5925  0.120
22 H -1.1604 1.1995 -2.9786  0.063
23 H 0.0125 2.3994 -2.5243  0.078
24 H 0.5424 0.7073 -2.9730  0.076
25 H 2.9816 4.3070 -6.2909  0.071
26 H 1.8982 4.7787 -7.3011  0.055
27 C -2.5920 1.0119 -0.0252  -0.043
28 C -2.2763 1.2151 1.4347  -0.414
29 C -2.7659 2.4450 2.1624  -0.191
30 O -2.2925 3.6147 1.5242  -0.194
31 C -2.6486 4.8134 2.1488  -0.116
32 N -2.5864 0.0054 2.1487  0.056
33 H -3.6627 0.9529 -0.2207  0.075
34 H -2.1600 0.1448 -0.5248  0.071
35 H -2.3179 1.9505 -0.5068  0.075
36 H -1.1989 1.2536 1.5952  0.115
37 H -2.5575 2.4384 3.2323  0.119
38 H -3.8453 2.5100 2.2989  0.119
39 H -3.6962 5.0695 1.9908  0.089
40 H -1.9897 5.5146 1.6367  0.092
41 H -2.4050 4.7919 3.2110  0.079
42 H -2.1939 -0.8476 1.7767  0.047
43 H -3.5757 -0.1873 2.0828  0.039
44 C 2.4658 0.8220 3.3529  -0.047
45 C 2.2289 1.3772 4.7286  -0.448
46 C 1.0672 2.3414 4.8357  -0.222
47 O 1.5446 3.3626 4.0209  -0.210
48 C 0.8752 4.6521 4.1596  -0.059
49 N 2.0093 0.2657 5.6047  0.042
50 H 3.2822 0.1005 3.3203  0.091
51 H 2.7033 1.6003 2.6276  0.059
52 H 1.5553 0.4141 2.9140  0.055
53 H 3.0988 1.9328 5.0786  0.143
54 H 0.7479 2.6176 5.8407  0.124
55 H 0.1333 1.9790 4.4061  0.111
56 H 0.7514 4.9377 5.2042  0.087
57 H -0.0384 4.7549 3.5740  0.060
58 H 1.4772 5.4058 3.6520  0.084
59 H 1.8039 0.5821 6.5416  0.076
60 H 1.3015 -0.3286 5.1974  0.013
61 C -0.1743 -2.6729 5.3926  -0.069
62 C -1.2640 -2.0196 4.5932  -0.437
63 C -2.6713 -2.2518 5.1340  -0.187
64 O -3.0828 -3.5360 4.7481  -0.192
65 C -4.4314 -3.6974 4.4441  -0.100
66 N -0.7590 -0.6635 4.4952  0.039
67 H -0.2182 -2.3798 6.4416  0.085
68 H 0.8257 -2.3699 5.0823  0.068
69 H -0.2672 -3.7584 5.3582  0.079
70 H -1.3100 -2.4732 3.6031  0.120
71 H -3.3348 -1.5289 4.6593  0.112
72 H -2.7542 -2.1511 6.2162  0.130
73 H -5.1005 -3.0154 4.9686  0.089
74 H -4.6709 -4.7278 4.7067  0.094
75 H -4.4431 -3.4957 3.3730  0.064
76 H -1.5224 -0.1652 4.0604  0.035
77 H 0.0335 -0.6328 3.8698  0.043
78 C -4.4831 -4.1866 -0.7506  -0.064
79 C -4.1344 -2.9022 -0.0061  -0.421
80 C -5.3360 -2.3024 0.7542  -0.159
81 O -5.0155 -1.1198 1.5495  -0.250
82 C -6.2834 -0.5541 2.0304  -0.063
83 N -2.9989 -3.2536 0.8660  0.083
84 H -5.2808 -3.9840 -1.4653  0.078
85 H -4.8315 -4.8613 0.0315  0.076
86 H -3.6558 -4.6377 -1.2985  0.069
87 H -3.8997 -2.1414 -0.7506  0.106
88 H -5.7226 -3.0422 1.4552  0.119
89 H -6.0694 -1.9841 0.0133  0.122
90 H -7.0447 -0.5338 1.2506  0.083
91 H -6.1825 0.4574 2.4239  0.083
92 H -6.6506 -1.1423 2.8714  0.082
93 H -3.2134 -2.7675 1.7249  0.033
94 H -2.1418 -2.8372 0.5312  0.014
95 C -0.8467 -1.8919 -4.7014  -0.042
96 C -2.0116 -1.7147 -3.7271  -0.477
97 C -3.3595 -1.7832 -4.4104  -0.168
98 O -4.4555 -1.6108 -3.4769  -0.198
99 C -4.7977 -0.2886 -3.1281  -0.101
100 N -1.9276 -2.7582 -2.7881  0.053
101 H -0.8263 -1.2672 -5.5944  0.072
102 H -0.9602 -2.8673 -5.1743  0.077
103 H 0.1424 -1.8293 -4.2478  0.077
104 H -2.0539 -0.8723 -3.0367  0.110
105 H -3.4367 -2.7785 -4.8478  0.126
106 H -3.4191 -1.2004 -5.3296  0.125
107 H -4.9655 0.3749 -3.9765  0.087
108 H -3.9469 0.0634 -2.5448  0.064
109 H -5.7551 -0.2683 -2.6074  0.087
110 H -2.7034 -2.5101 -2.1908  0.034
111 H -1.1659 -2.5343 -2.1638  0.031
112 C 4.9433 1.7144 -1.7166  -0.043
113 C 3.8964 2.8624 -1.4323  -0.411
114 C 2.7167 2.2789 -0.6273  -0.195
115 O 1.8278 3.3615 -0.4364  -0.194
116 C 0.8313 3.2077 0.5088  -0.107
117 N 4.5403 3.9372 -0.7359  0.034
118 H 4.6567 1.1513 -2.6048  0.060
119 H 4.9034 0.9667 -0.9245  0.053
120 H 5.9573 2.0882 -1.8585  0.078
121 H 3.5522 3.3094 -2.3649  0.126
122 H 3.0362 1.8403 0.3181  0.118
123 H 2.1935 1.5745 -1.2739  0.101
124 H 1.2100 3.1299 1.5279  0.079
125 H 0.1936 2.3797 0.1993  0.067
126 H 0.2242 4.1108 0.5717  0.087
127 H 3.9489 4.6093 -0.2683  0.070
128 H 4.9518 3.5113 0.0822  0.069
129 C 4.6578 -1.7684 -1.3611  -0.058
130 C 5.6993 -2.0744 -2.4891  -0.444
131 C 6.7395 -3.0416 -1.9340  -0.177
132 O 7.4941 -2.3255 -0.9178  -0.174
133 C 8.2131 -3.1639 -0.0956  -0.149
134 N 4.9582 -2.5139 -3.6283  0.034
135 H 4.0396 -2.6492 -1.1880  0.077
136 H 4.0359 -0.9196 -1.6455  0.041
137 H 5.1379 -1.4904 -0.4228  0.076
138 H 6.2919 -1.1930 -2.7340  0.132
139 H 7.2452 -3.5460 -2.7574  0.125
140 H 6.1770 -3.7876 -1.3726  0.115
141 H 7.7473 -4.1232 0.1301  0.082
142 H 8.3939 -2.6665 0.8573  0.091
143 H 9.1651 -3.4537 -0.5403  0.084
144 H 5.5318 -2.9399 -4.3422  0.067
145 H 4.6656 -1.7117 -4.1677  0.075

---

The lowest energy belongs to which entry? C33H22BBrF5IrN4O6PS2Se